Entry 1:
Here is a molecular structure, C25H41Cl3DyN3O3SSi from OMol25. Energies are from the ωB97M-V functional and the def2-TZVPD basis.

The geometry in XYZ format:
```
78
C25H41Cl3DyN3O3SSi | OMol25 | the ωB97M-V functional and the def2-TZVPD basis
C 2.84 -2.42 -2.44
C 2.12 -1.56 -3.45
H 2.38 -3.42 -2.35
H 2.83 -1.95 -1.46
H 3.89 -2.61 -2.72
C 1.92 -2.01 -4.71
C 2.15 -3.42 -5.12
H 1.68 -1.33 -5.54
H 1.61 -4.10 -4.45
H 3.21 -3.71 -5.12
H 1.74 -3.59 -6.12
Dy 1.12 0.11 0.93
Cl 2.39 -0.15 3.08
Cl 2.81 1.57 -0.21
C 0.27 3.11 1.48
O -0.03 1.87 1.46
N -0.62 4.07 1.39
C -2.06 3.76 1.39
C -0.21 5.44 1.09
H 1.32 3.44 1.54
H -2.32 3.15 2.27
H -2.35 3.23 0.46
H -2.56 4.74 1.42
H 0.63 5.71 1.73
H -1.08 6.08 1.29
H 0.09 5.54 0.05
H -1.02 -4.38 4.21
H -0.73 -3.85 0.42
C -1.84 -4.06 3.55
C -1.60 -3.85 1.08
N -1.31 -3.36 2.41
H -2.50 -3.40 4.14
C -0.66 -2.22 2.59
O -0.13 -1.63 1.59
H -2.39 -3.26 0.59
H -0.59 -1.79 3.60
H -2.37 -4.93 3.17
H -1.93 -4.87 1.21
O 0.78 -0.37 -1.78
C 1.69 -0.20 -2.96
C 0.22 0.32 -4.98
C 1.20 0.74 -4.09
H -0.22 -0.67 -4.86
C -0.21 1.17 -6.01
H 2.57 0.23 -2.48
C 1.81 1.98 -4.27
H -0.97 0.81 -6.68
C 0.37 2.43 -6.17
C 1.40 2.81 -5.31
H 2.60 2.30 -3.57
H 0.08 3.06 -7.02
H 1.91 3.78 -5.47
Si -1.04 -0.43 -2.07
Cl -1.12 -2.40 -2.79
C -2.33 -0.05 -3.47
C -0.90 1.56 -2.10
C -1.90 -0.27 -0.41
H -2.25 0.94 -3.94
H -3.33 -0.10 -2.98
H -2.32 -0.76 -4.30
H -2.98 -0.10 -0.50
H -1.49 0.58 0.20
H -1.76 -1.23 0.10
H -0.71 2.01 -3.07
H -0.02 1.84 -1.52
H -1.77 2.05 -1.65
S -1.14 0.56 4.94
C -0.34 0.22 6.36
N -0.49 -1.04 6.93
C 0.20 -1.46 8.03
C 1.06 -0.58 8.66
C 1.21 0.72 8.16
C 0.52 1.12 7.03
H -1.14 -1.66 6.46
H 0.01 -2.49 8.34
H 1.59 -0.91 9.54
H 1.88 1.42 8.66
H 0.62 2.11 6.60
```

Calculated values
HOMO (alpha / beta), hartree: -0.23759 / -0.23761
E_tot, eV: -117571.5410
Relative energy (zero: lowest compared OMol25 entry of this formula, charge and spin), kcal/mol: 89.4
2S+1: 6
Frontier orbital gap (alpha / beta), Ha: 0.223 / 0.223
Maximum force, eV/Å: 5.0
⟨S²⟩: 9.33

Partial atomic charges computed with the Mulliken method, in multiples of e: atom 1 (C): -1.701, atom 2 (C): 0.441, atom 3 (H): 0.322, atom 4 (H): 0.117, atom 5 (H): 0.405, atom 6 (C): 0.383, atom 7 (C): -1.579, atom 8 (H): 0.544, atom 9 (H): 0.284, atom 10 (H): 0.323, atom 11 (H): 0.396, atom 12 (Dy): 0.697, atom 13 (Cl): -0.550, atom 14 (Cl): -0.465, atom 15 (C): -0.031, atom 16 (O): -0.326, atom 17 (N): 0.212, atom 18 (C): -0.691, atom 19 (C): -0.847, atom 20 (H): 0.371, atom 21 (H): 0.222, atom 22 (H): 0.212, atom 23 (H): 0.343, atom 24 (H): 0.345, atom 25 (H): 0.273, atom 26 (H): 0.334, atom 27 (H): 0.305, atom 28 (H): 0.255, atom 29 (C): -0.807, atom 30 (C): -0.842, atom 31 (N): 0.168, atom 32 (H): 0.324, atom 33 (C): 0.145, atom 34 (O): -0.352, atom 35 (H): 0.358, atom 36 (H): 0.092, atom 37 (H): 0.259, atom 38 (H): 0.394, atom 39 (O): 0.338, atom 40 (C): -0.724, atom 41 (C): 0.078, atom 42 (C): 0.256, atom 43 (H): 0.937, atom 44 (C): -1.363, atom 45 (H): 0.427, atom 46 (C): -0.201, atom 47 (H): 0.397, atom 48 (C): -0.553, atom 49 (C): -0.653, atom 50 (H): 0.337, atom 51 (H): 0.378, atom 52 (H): 0.368, atom 53 (Si): 1.637, atom 54 (Cl): -0.472, atom 55 (C): -1.620, atom 56 (C): -1.490, atom 57 (C): -0.397, atom 58 (H): 0.354, atom 59 (H): 0.367, atom 60 (H): 0.393, atom 61 (H): 0.484, atom 62 (H): 0.194, atom 63 (H): -0.766, atom 64 (H): 0.399, atom 65 (H): 0.032, atom 66 (H): 0.450, atom 67 (S): -0.375, atom 68 (C): 0.415, atom 69 (N): -0.081, atom 70 (C): -0.171, atom 71 (C): -0.619, atom 72 (C): -0.080, atom 73 (C): -0.670, atom 74 (H): 0.172, atom 75 (H): 0.382, atom 76 (H): 0.369, atom 77 (H): 0.389, atom 78 (H): 0.350

Entry 2:
Here is a molecular structure, C19H27N2O2PdSSi from OMol25. Energies are from the ωB97M-V functional and the def2-TZVPD basis.

The geometry in XYZ format:
```
53
C19H27N2O2PdSSi | OMol25 | the ωB97M-V functional and the def2-TZVPD basis
Pd -0.06 0.08 0.89
C 0.51 4.05 -1.56
N -0.19 4.09 -0.26
C -0.63 5.43 0.18
C -0.37 3.02 0.45
C -1.01 3.06 1.80
O 0.01 1.87 -0.07
H 1.22 4.87 -1.60
H -0.22 4.18 -2.36
H 1.02 3.11 -1.69
H -0.79 6.03 -0.71
H 0.14 5.91 0.78
H -1.56 5.39 0.73
H -0.93 4.04 2.27
H -0.54 2.33 2.45
H -2.07 2.81 1.70
O -0.94 -0.38 3.05
H -0.56 -1.04 3.64
H -1.81 -0.18 3.41
S 3.73 0.17 3.32
C 2.15 0.49 2.86
N 1.84 0.11 1.64
C 2.93 -0.45 0.96
C 2.99 -0.86 -0.38
C 4.18 -1.38 -0.85
C 5.31 -1.47 -0.02
C 5.27 -1.04 1.29
C 4.07 -0.51 1.76
H 1.45 0.96 3.54
H 2.14 -0.72 -1.03
H 4.26 -1.70 -1.88
H 6.23 -1.88 -0.41
H 6.14 -1.12 1.93
C 0.27 -3.09 -0.41
Si -0.75 -1.60 -0.79
C -0.53 -0.54 -2.28
C -2.42 -2.33 -0.94
C -3.37 -2.41 0.11
C -4.63 -2.92 -0.14
C -4.94 -3.40 -1.43
C -4.00 -3.36 -2.47
C -2.74 -2.85 -2.24
H 0.34 -3.60 -1.37
H -0.25 -3.72 0.31
H 1.28 -2.90 -0.03
H -0.15 -1.22 -3.07
H 0.18 0.28 -2.19
H -1.50 -0.14 -2.56
H -3.13 -2.07 1.11
H -5.37 -2.95 0.65
H -5.91 -3.86 -1.60
H -4.24 -3.75 -3.45
H -2.02 -2.86 -3.04
```

Calculated values
HOMO (alpha / beta), hartree: -0.63517 / -0.62897
E_tot, eV: -49379.5534
Net charge: +3
Relative energy (zero: lowest compared OMol25 entry of this formula, charge and spin), kcal/mol: 119.0
Frontier orbital gap (alpha / beta), Ha: 0.156 / 0.135
Maximum force, eV/Å: 3.7

Partial atomic charges computed with the Mulliken method, in multiples of e: atom 1 (Pd): 0.636, atom 2 (C): -0.986, atom 3 (N): 0.081, atom 4 (C): -1.119, atom 5 (C): 0.929, atom 6 (C): -1.292, atom 7 (O): -0.654, atom 8 (H): 0.408, atom 9 (H): 0.377, atom 10 (H): 0.292, atom 11 (H): 0.390, atom 12 (H): 0.360, atom 13 (H): 0.474, atom 14 (H): 0.471, atom 15 (H): 0.194, atom 16 (H): 0.339, atom 17 (O): -0.351, atom 18 (H): 0.308, atom 19 (H): 0.271, atom 20 (S): -0.068, atom 21 (C): -0.308, atom 22 (N): 0.289, atom 23 (C): 0.178, atom 24 (C): -0.506, atom 25 (C): -0.753, atom 26 (C): -0.661, atom 27 (C): -0.500, atom 28 (C): 0.553, atom 29 (H): 0.418, atom 30 (H): 0.518, atom 31 (H): 0.461, atom 32 (H): 0.438, atom 33 (H): 0.445, atom 34 (C): -1.075, atom 35 (Si): 0.842, atom 36 (C): -1.093, atom 37 (C): 0.814, atom 38 (C): -0.422, atom 39 (C): -0.694, atom 40 (C): -0.469, atom 41 (C): -0.708, atom 42 (C): -0.133, atom 43 (H): 0.389, atom 44 (H): 0.425, atom 45 (H): 0.420, atom 46 (H): 0.428, atom 47 (H): 0.300, atom 48 (H): 0.437, atom 49 (H): 0.294, atom 50 (H): 0.427, atom 51 (H): 0.431, atom 52 (H): 0.432, atom 53 (H): 0.324

Entry 3:
Here is C6H11N3 in the gas phase from OMol25. Energies are from the ωB97M-V functional and the def2-TZVPD basis.

The geometry in XYZ format:
```
20
C6H11N3 | OMol25 | the ωB97M-V functional and the def2-TZVPD basis
C -2.22 -0.07 0.01
C -0.84 0.19 -0.42
C -0.40 1.64 -0.10
N 0.81 2.11 0.23
N 1.72 1.07 0.41
C 1.43 0.09 -0.55
C 1.43 -1.46 -0.70
C 0.24 -0.74 0.00
N 0.35 -1.03 1.38
H -2.81 0.97 0.00
H -2.59 -0.79 -0.99
H -2.33 -0.68 0.99
H -0.97 0.15 -1.50
H -1.26 2.35 0.00
H 2.71 1.50 0.60
H 1.50 0.29 -1.66
H 1.69 -2.09 0.22
H 1.29 -1.82 -1.68
H 0.70 -0.11 1.93
H -0.47 -1.59 1.83
```

Calculated values
SMILES: C[C@H]1C=NN[C@H]2C[C@@]21N
HOMO, hartree: -0.31024
E_tot, eV: -10864.5167
Relative energy (zero: lowest compared OMol25 entry of this formula, charge and spin), kcal/mol: 145.3
Frontier orbital gap, Ha: 0.341
Maximum force, eV/Å: 4.2

Partial atomic charges computed with the Mulliken method, in multiples of e: atom 1 (C): -0.982, atom 2 (C): 0.189, atom 3 (C): -0.142, atom 4 (N): -0.667, atom 5 (N): -0.106, atom 6 (C): -0.413, atom 7 (C): -0.934, atom 8 (C): 0.737, atom 9 (N): -0.633, atom 10 (H): 0.261, atom 11 (H): 0.238, atom 12 (H): 0.241, atom 13 (H): 0.221, atom 14 (H): 0.245, atom 15 (H): 0.313, atom 16 (H): 0.216, atom 17 (H): 0.336, atom 18 (H): 0.355, atom 19 (H): 0.292, atom 20 (H): 0.234

Entry 4:
Here is a molecular structure, C35H43ClN3O5PRbS4 from OMol25. Energies are from the ωB97M-V functional and the def2-TZVPD basis.

The geometry in XYZ format:
```
93
C35H43ClN3O5PRbS4 | OMol25 | the ωB97M-V functional and the def2-TZVPD basis
Rb -0.56 0.53 -0.56
N 0.85 0.63 3.13
C 1.23 1.98 2.72
C 0.04 2.92 2.79
N -1.00 2.48 1.86
C -2.19 3.30 1.86
C -2.98 3.12 0.57
N -3.40 1.73 0.37
H 1.56 -0.04 2.85
H 0.77 0.58 4.14
H 2.06 2.41 3.29
H 1.56 1.92 1.68
H -0.33 2.98 3.83
H 0.36 3.92 2.50
H -1.23 1.52 2.08
H -2.84 3.11 2.73
H -1.89 4.35 1.92
H -3.83 3.82 0.57
H -2.34 3.38 -0.27
H -4.32 1.57 0.78
H -3.46 1.55 -0.62
C -1.44 -3.38 -1.91
C -2.83 -3.30 -1.28
S -3.30 -1.63 -0.74
C -3.90 -1.96 0.93
C -2.91 -2.61 1.90
S -1.39 -1.64 2.11
C -0.08 -2.86 1.87
C -0.12 -3.72 0.61
S -0.03 -2.78 -0.94
H -1.26 -4.41 -2.23
H -1.39 -2.73 -2.79
H -3.55 -3.64 -2.02
H -2.90 -3.97 -0.43
H -4.16 -0.97 1.30
H -4.81 -2.56 0.90
H -3.40 -2.72 2.87
H -2.64 -3.61 1.56
H 0.83 -2.27 1.88
H -0.05 -3.53 2.74
H 0.74 -4.39 0.65
H -1.01 -4.36 0.59
Cl -0.09 4.74 -6.88
C -0.77 3.82 -5.55
C -1.65 4.46 -4.65
C -2.19 3.76 -3.61
C -1.90 2.36 -3.36
O -2.41 1.76 -2.39
C -0.99 1.76 -4.31
C -0.56 0.37 -4.24
O -0.81 -0.46 -3.38
C -0.46 2.51 -5.37
H -1.90 5.50 -4.80
H -2.88 4.24 -2.92
H 0.08 0.07 -5.10
H 0.23 2.02 -6.06
O 3.31 -1.36 2.28
S 3.37 -0.84 0.91
O 4.21 -1.58 0.01
O 2.02 -0.54 0.41
C 4.12 0.79 1.08
C 4.90 0.98 2.22
C 5.43 2.22 2.51
C 5.15 3.29 1.69
C 4.38 3.10 0.55
C 3.87 1.85 0.19
P 2.72 1.73 -1.25
C 3.18 3.18 -2.30
C 4.46 3.68 -2.54
C 4.65 4.72 -3.43
C 3.57 5.27 -4.11
C 2.30 4.79 -3.88
C 2.10 3.75 -2.97
C 3.41 0.38 -2.30
C 4.67 0.41 -2.88
C 5.08 -0.61 -3.73
C 4.23 -1.66 -4.01
C 2.97 -1.71 -3.43
C 2.56 -0.69 -2.58
H 5.04 0.13 2.87
H 6.03 2.35 3.40
H 5.52 4.28 1.91
H 4.16 3.96 -0.07
H 5.31 3.27 -2.01
H 5.66 5.10 -3.61
H 3.73 6.08 -4.82
H 1.45 5.20 -4.41
H 1.10 3.38 -2.80
H 5.35 1.23 -2.68
H 6.07 -0.57 -4.16
H 4.55 -2.46 -4.67
H 2.31 -2.55 -3.61
H 1.63 -0.77 -2.05
```

Calculated values
HOMO, hartree: -0.17835
E_tot, eV: -117513.2098
Net charge: -1
Relative energy (zero: lowest compared OMol25 entry of this formula, charge and spin), kcal/mol: 0.4
Frontier orbital gap, Ha: 0.248
Maximum force, eV/Å: 0.4

Partial atomic charges computed with the Mulliken method, in multiples of e: atom 1 (Rb): 0.211, atom 2 (N): -0.318, atom 3 (C): 0.556, atom 4 (C): -1.195, atom 5 (N): 0.556, atom 6 (C): -1.071, atom 7 (C): -0.224, atom 8 (N): -0.239, atom 9 (H): 0.164, atom 10 (H): 0.174, atom 11 (H): 0.370, atom 12 (H): -0.580, atom 13 (H): 0.322, atom 14 (H): 0.470, atom 15 (H): -0.104, atom 16 (H): 0.310, atom 17 (H): 0.404, atom 18 (H): 0.432, atom 19 (H): -0.062, atom 20 (H): 0.219, atom 21 (H): 0.151, atom 22 (C): -0.805, atom 23 (C): -0.904, atom 24 (S): 0.139, atom 25 (C): -0.714, atom 26 (C): -1.031, atom 27 (S): 0.149, atom 28 (C): -0.057, atom 29 (C): -1.404, atom 30 (S): 0.439, atom 31 (H): 0.548, atom 32 (H): 0.099, atom 33 (H): 0.559, atom 34 (H): 0.341, atom 35 (H): 0.248, atom 36 (H): 0.479, atom 37 (H): 0.550, atom 38 (H): 0.333, atom 39 (H): -0.372, atom 40 (H): 0.620, atom 41 (H): 0.630, atom 42 (H): 0.492, atom 43 (Cl): -0.261, atom 44 (C): -0.010, atom 45 (C): -0.409, atom 46 (C): -0.514, atom 47 (C): -0.136, atom 48 (O): -0.812, atom 49 (C): 1.447, atom 50 (C): -0.337, atom 51 (O): -0.416, atom 52 (C): -0.965, atom 53 (H): 0.420, atom 54 (H): 0.404, atom 55 (H): 0.210, atom 56 (H): 0.309, atom 57 (O): -0.807, atom 58 (S): 1.421, atom 59 (O): -0.805, atom 60 (O): -0.095, atom 61 (C): -0.381, atom 62 (C): -0.495, atom 63 (C): -0.742, atom 64 (C): -0.783, atom 65 (C): -0.826, atom 66 (C): 0.133, atom 67 (P): 1.528, atom 68 (C): 0.284, atom 69 (C): -0.152, atom 70 (C): -0.870, atom 71 (C): -0.727, atom 72 (C): -0.381, atom 73 (C): -0.769, atom 74 (C): 0.062, atom 75 (C): -0.149, atom 76 (C): -0.852, atom 77 (C): -0.603, atom 78 (C): -0.788, atom 79 (C): 0.841, atom 80 (H): 0.539, atom 81 (H): 0.357, atom 82 (H): 0.388, atom 83 (H): 0.569, atom 84 (H): 0.471, atom 85 (H): 0.381, atom 86 (H): 0.396, atom 87 (H): 0.375, atom 88 (H): 0.235, atom 89 (H): 0.238, atom 90 (H): 0.381, atom 91 (H): 0.365, atom 92 (H): 0.482, atom 93 (H): -0.034

Entry 5:
Here is C2H4N2OS in the gas phase from OMol25. Energies are from the ωB97M-V functional and the def2-TZVPD basis.

The geometry in XYZ format:
```
10
C2H4N2OS | OMol25 | the ωB97M-V functional and the def2-TZVPD basis
O 2.27 -1.25 -0.03
C 2.07 -0.05 -0.07
N 0.81 0.48 0.00
C -0.38 -0.25 0.03
N -1.49 0.40 -0.05
S -2.86 -0.61 -0.06
H 2.87 0.71 -0.13
H 0.70 1.48 0.01
H -0.25 -1.32 0.17
H -3.74 0.40 0.13
```

Calculated values
SMILES: O=CN/C=N/S
HOMO, hartree: -0.32024
E_tot, eV: -18001.2164
Relative energy (zero: lowest compared OMol25 entry of this formula, charge and spin), kcal/mol: 33.3
Frontier orbital gap, Ha: 0.348
Maximum force, eV/Å: 1.5

Partial atomic charges computed with the Mulliken method, in multiples of e: atom 1 (O): -0.532, atom 2 (C): 0.129, atom 3 (N): -0.127, atom 4 (C): 0.020, atom 5 (N): -0.430, atom 6 (S): -0.134, atom 7 (H): 0.325, atom 8 (H): 0.245, atom 9 (H): 0.346, atom 10 (H): 0.159

Entry 6:
Here is C3H3ClN2O in the gas phase from OMol25. Energies are from the ωB97M-V functional and the def2-TZVPD basis.

The geometry in XYZ format:
```
10
C3H3ClN2O | OMol25 | the ωB97M-V functional and the def2-TZVPD basis
C -0.86 0.08 0.92
C 0.14 0.05 -0.03
C -1.15 1.32 1.64
N 1.02 0.98 -0.15
N -0.65 2.42 0.99
O -1.75 1.32 2.70
Cl -0.17 3.68 1.90
H -1.38 -0.81 1.25
H 0.12 -0.82 -0.71
H 1.51 1.07 -1.04
```

Calculated values
HOMO (alpha / beta), hartree: -0.35284 / -0.35378
E_tot, eV: -20705.2318
Relative energy (zero: lowest compared OMol25 entry of this formula, charge and spin), kcal/mol: 99.3
Frontier orbital gap (alpha / beta), Ha: 0.285 / 0.277
Maximum force, eV/Å: 1.7

Partial atomic charges computed with the Mulliken method, in multiples of e: atom 1 (C): -0.420, atom 2 (C): 0.046, atom 3 (C): 0.575, atom 4 (N): -0.464, atom 5 (N): -0.190, atom 6 (O): -0.535, atom 7 (Cl): 0.019, atom 8 (H): 0.381, atom 9 (H): 0.346, atom 10 (H): 0.240